1.
Molecular formula: C22H24N4O5S
Method: DFT, wB97M-V/def2-TZVPD

Last column: natural (NBO) charge in e.
Positions of all 56 atoms, in Å:
C: -1.42 -3.11 -0.96  -0.25
H: -0.67 -2.32 -0.87  0.17
O: -2.34 -2.83 -1.98  -0.53
C: -3.03 -1.62 -1.84  -0.07
C: -4.19 -1.70 -0.83  -0.26
N: -4.61 -0.41 -0.34  -0.70
S: -4.17 -0.06 1.23  2.34
O: -4.83 1.15 1.61  -0.94
O: -4.36 -1.22 2.06  -0.94
C: -2.41 0.20 1.07  -0.33
C: -1.94 1.22 0.26  -0.20
C: -0.58 1.39 0.11  -0.18
C: 0.32 0.52 0.74  -0.03
C: -0.17 -0.49 1.57  -0.22
C: -1.54 -0.64 1.73  -0.13
H: -1.95 -1.41 2.37  0.24
H: 0.51 -1.14 2.09  0.23
C: 1.76 0.71 0.52  0.48
C: 2.63 -0.35 0.40  -0.38
C: 2.22 -1.69 0.42  0.29
N: 1.98 -2.81 0.39  -0.34
C: 4.03 -0.10 0.17  0.42
N: 4.55 1.10 0.06  -0.54
C: 5.89 0.92 -0.16  0.10
C: 6.91 1.85 -0.34  -0.21
C: 8.18 1.36 -0.55  -0.22
C: 8.45 -0.01 -0.58  -0.21
C: 7.45 -0.95 -0.40  -0.25
C: 6.17 -0.47 -0.19  0.16
N: 4.97 -1.09 0.02  -0.54
H: 4.79 -2.08 0.06  0.43
H: 7.66 -2.01 -0.42  0.22
H: 9.47 -0.34 -0.74  0.22
H: 9.00 2.05 -0.69  0.22
H: 6.70 2.91 -0.32  0.22
O: 2.16 1.96 0.40  -0.65
H: 3.15 1.98 0.24  0.53
H: -0.19 2.18 -0.52  0.23
H: -2.64 1.86 -0.25  0.26
C: -5.66 0.33 -0.98  -0.25
H: -6.15 0.91 -0.20  0.24
C: -5.16 1.28 -2.09  -0.07
O: -4.31 2.30 -1.64  -0.55
C: -4.94 3.29 -0.85  -0.27
H: -5.86 3.64 -1.32  0.17
H: -4.24 4.12 -0.79  0.19
H: -5.16 2.93 0.16  0.20
H: -6.03 1.70 -2.60  0.17
H: -4.56 0.72 -2.81  0.19
H: -6.39 -0.36 -1.42  0.20
H: -3.87 -2.27 0.04  0.23
H: -5.04 -2.22 -1.28  0.20
H: -3.42 -1.39 -2.84  0.18
H: -2.35 -0.81 -1.53  0.17
H: -1.90 -3.25 0.02  0.16
H: -0.92 -4.04 -1.24  0.20

## Properties
HOMO level: -0.3098 Eh
Relative energy (zero: lowest compared OMol25 entry of this formula, charge and spin): 264.4 kJ/mol
Kohn-Sham gap: 7.851 eV
DFT total energy: -50235.7322 eV
Multiplicity: 1

***

2.
Molecular formula: C27H24N2O7
Method: DFT, wB97M-V/def2-TZVPD

Last column: natural (NBO) charge in e.
Positions of all 60 atoms, in Å:
O: 3.60 2.98 6.06  -0.57
O: -3.10 -3.10 -5.82  -0.66
O: -3.88 -2.19 -1.63  -0.64
O: -2.67 5.06 3.60  -0.66
O: 6.83 -0.91 1.52  -0.66
O: 1.56 3.70 5.31  -0.46
O: 2.60 1.51 1.87  -0.43
C: 2.74 3.02 5.19  0.77
C: -3.48 -1.94 -5.68  0.68
C: -3.27 -2.64 -2.60  0.65
C: 2.13 2.27 2.92  0.36
C: 3.02 2.29 3.95  -0.23
C: 1.22 -1.47 0.32  -0.23
C: 1.28 -2.09 -0.94  -0.19
C: 0.18 -0.57 0.60  -0.20
C: -1.27 3.69 2.23  -0.30
C: 6.25 0.35 3.48  -0.30
C: -0.55 4.36 4.43  -0.32
C: 4.74 0.23 1.57  -0.34
C: -0.07 2.99 2.05  -0.14
C: 5.34 1.17 4.16  -0.14
C: 0.31 -1.81 -1.92  -0.26
C: -0.80 -0.29 -0.38  -0.23
C: -1.51 4.37 3.42  0.32
C: 5.95 -0.11 2.19  0.32
C: 0.65 3.67 4.27  0.41
C: 3.84 1.05 2.25  0.37
C: 0.88 2.98 3.07  -0.21
C: 4.14 1.50 3.52  -0.14
C: -0.74 -0.91 -1.64  0.09
N: -3.37 -3.91 -2.99  -0.60
N: -3.17 -1.21 -4.61  -0.60
C: -4.34 -1.29 -6.74  -0.71
C: -4.18 -4.93 -2.31  -0.41
C: -1.76 -0.55 -2.72  -0.44
C: -2.40 -1.72 -3.48  -0.12
H: -3.22 5.01 2.80  0.48
H: 7.61 -1.08 2.08  0.48
H: 1.96 -1.69 1.07  0.22
H: 2.08 -2.78 -1.16  0.21
H: 0.13 -0.10 1.57  0.21
H: -2.02 3.68 1.43  0.21
H: 7.18 0.08 3.96  0.21
H: -0.75 4.89 5.35  0.24
H: 4.51 -0.13 0.58  0.24
H: 0.11 2.46 1.11  0.23
H: 5.56 1.54 5.16  0.25
H: 0.39 -2.27 -2.89  0.21
H: -1.60 0.40 -0.15  0.21
H: -2.94 -4.16 -3.87  0.42
H: -3.54 -0.27 -4.55  0.40
H: -5.24 -0.89 -6.28  0.22
H: -4.61 -2.04 -7.48  0.25
H: -3.77 -0.49 -7.22  0.23
H: -5.14 -4.50 -2.02  0.22
H: -3.66 -5.27 -1.41  0.20
H: -4.35 -5.78 -2.97  0.21
H: -1.24 0.09 -3.44  0.22
H: -2.55 0.06 -2.28  0.22
H: -1.59 -2.34 -3.88  0.22

## Properties
HOMO level: -0.2916 Eh
Kohn-Sham gap: 8.131 eV
DFT total energy: -45702.6268 eV
Multiplicity: 1

***

3.
Molecular formula: C3H5NO2
Method: DFT, wB97M-V/def2-TZVPD

Last column: natural (NBO) charge in e.
Positions of all 11 atoms, in Å:
O: -0.02 -0.77 2.06  -0.66
C: 0.04 0.03 0.96  0.09
C: 0.93 0.54 -0.70  -0.25
N: -0.48 0.63 -1.10  -0.66
C: -0.85 -0.32 -0.15  0.61
O: -1.46 -1.36 -0.28  -0.60
H: -0.45 -1.62 1.86  0.50
H: 0.06 1.06 1.31  0.20
H: 1.39 1.48 -0.44  0.18
H: 1.51 0.06 -1.50  0.20
H: -0.69 0.26 -2.02  0.39

## Properties
HOMO level: -0.3475 Eh
Relative energy (zero: lowest compared OMol25 entry of this formula, charge and spin): 295.7 kJ/mol
Kohn-Sham gap: 10.273 eV
DFT total energy: -8774.6297 eV
Multiplicity: 1

***

4.
Molecular formula: C19H27BN9O4SSbSe4Y
Method: DFT, wB97M-V/def2-TZVPD

Last column: natural (NBO) charge in e.
Positions of all 67 atoms, in Å:
Y: 0.47 -0.05 0.01  1.48
B: 2.47 -2.03 0.37  0.15
N: 3.10 -0.95 -0.54  -0.25
C: 4.31 -0.89 -1.08  0.02
C: 4.45 0.33 -1.72  -0.35
C: 3.24 0.96 -1.52  -0.01
N: 2.43 0.19 -0.79  -0.46
N: 1.21 -2.62 -0.33  -0.31
C: 0.59 -3.77 -0.04  0.04
C: -0.61 -3.81 -0.73  -0.32
C: -0.65 -2.62 -1.44  0.00
N: 0.46 -1.90 -1.20  -0.44
H: 3.25 -2.91 0.57  -0.01
H: 2.13 -1.45 1.41  0.00
H: 5.01 -1.70 -0.98  0.23
H: 5.31 0.70 -2.24  0.23
H: 2.90 1.92 -1.88  0.21
H: 1.02 -4.47 0.64  0.24
H: -1.36 -4.57 -0.68  0.25
H: -1.41 -2.23 -2.10  0.22
Se: -4.64 -2.76 2.09  -0.85
Sb: -2.61 -1.89 3.13  1.08
Se: -0.87 -1.10 1.48  -0.67
Se: -1.67 -3.51 4.68  -0.78
Se: -3.55 0.07 4.26  -0.92
C: -7.12 1.09 3.10  -0.63
C: -6.62 2.45 3.50  -0.63
S: -6.12 3.41 2.03  2.15
O: -6.99 3.14 0.92  -0.97
O: -5.98 4.80 2.41  -0.97
C: -4.44 2.78 1.60  -0.69
C: -4.46 2.43 0.13  -0.23
N: -3.15 2.03 -0.37  -0.31
C: -2.72 0.77 -0.57  0.52
N: -1.48 0.75 -1.08  -0.56
C: -1.11 2.05 -1.23  0.00
C: -2.13 2.87 -0.78  0.14
N: -2.07 4.25 -0.70  0.51
O: -1.03 4.77 -1.14  -0.41
O: -3.00 4.89 -0.20  -0.39
C: -3.57 -0.41 -0.37  -0.71
H: -7.32 0.50 3.99  0.24
H: -6.36 0.55 2.54  0.25
H: -8.02 1.17 2.49  0.21
H: -5.73 2.38 4.13  0.26
H: -7.37 3.06 3.99  0.24
H: -4.24 1.94 2.27  0.30
H: -3.77 3.61 1.80  0.24
H: -4.80 3.30 -0.42  0.25
H: -5.15 1.61 -0.05  0.25
H: -0.19 2.36 -1.69  0.24
H: -4.31 -0.49 -1.17  0.24
H: -4.12 -0.37 0.58  0.29
H: -2.97 -1.32 -0.37  0.29
N: -0.83 5.74 2.27  -0.77
C: -0.39 4.49 2.01  0.25
C: 0.71 4.25 1.16  -0.32
C: 1.09 2.96 0.89  0.07
N: 0.48 1.87 1.39  -0.61
C: -0.50 2.11 2.27  0.09
C: -0.97 3.36 2.60  -0.32
H: -0.54 6.48 1.65  0.40
H: -1.74 5.84 2.69  0.40
H: 1.23 5.07 0.70  0.22
H: 1.92 2.78 0.22  0.20
H: -0.95 1.24 2.75  0.28
H: -1.78 3.44 3.30  0.24

## Properties
HOMO level: -0.1252 Eh
Relative energy (zero: lowest compared OMol25 entry of this formula, charge and spin): 336.6 kJ/mol
Kohn-Sham gap: 3.836 eV
DFT total energy: -322222.0991 eV
Charge: -1
Multiplicity: 1

***

5.
Molecular formula: C44H50BF2N5OPdS2Sb
Method: DFT, wB97M-V/def2-TZVPD

Last column: Löwdin spin population.
Positions of all 107 atoms, in Å:
Pd: -0.28 1.23 -0.78  0.78
C: -3.02 4.80 -1.82  0.04
C: -2.34 3.42 -1.77  0.26
S: -2.39 2.39 -0.38  0.47
C: -1.56 3.16 -2.93  0.14
C: -1.58 4.05 -4.14  0.01
S: -0.69 1.72 -2.99  0.46
H: -3.60 5.03 -2.71  0.01
H: -2.29 5.58 -1.58  0.01
H: -3.77 4.85 -0.99  0.00
H: -2.38 3.68 -4.81  0.00
H: -0.60 3.96 -4.64  0.00
H: -1.84 5.13 -3.96  0.00
F: 1.66 -0.43 -2.97  0.06
B: 2.05 -0.31 -1.72  0.18
F: 1.75 -1.23 -0.84  0.05
C: -4.63 0.04 -3.49  0.02
C: -5.63 -0.68 -2.64  0.01
C: -6.87 -0.96 -3.24  0.00
C: -7.84 -1.75 -2.61  0.00
C: -7.62 -2.04 -1.26  0.00
C: -6.40 -1.78 -0.67  0.02
C: -5.35 -1.08 -1.36  0.09
Sb: -3.27 -0.59 -0.71  0.35
C: -3.54 -0.42 1.53  0.03
C: -2.36 -0.71 2.25  0.01
C: -2.37 -0.61 3.64  0.00
C: -3.50 -0.12 4.29  0.01
C: -4.62 0.20 3.61  0.00
C: -4.62 0.15 2.19  0.01
C: -5.74 0.67 1.38  0.00
C: -2.06 -2.35 -0.86  0.09
C: -1.06 -2.08 -1.77  0.01
C: -0.02 -3.03 -1.97  0.00
C: 0.11 -4.03 -1.04  0.00
C: -0.86 -4.24 -0.07  0.01
C: -1.99 -3.48 0.02  0.02
C: -3.02 -3.82 1.10  0.00
H: -5.17 0.42 -4.38  0.00
H: -3.77 -0.60 -3.80  0.00
H: -4.30 0.98 -2.97  0.01
H: -6.99 -0.62 -4.30  0.00
H: -8.74 -2.07 -3.21  0.00
H: -8.34 -2.69 -0.77  0.00
H: -6.13 -2.09 0.38  0.00
H: -1.47 -0.91 1.69  0.00
H: -1.52 -1.01 4.21  0.00
H: -3.51 0.01 5.41  0.00
H: -5.55 0.50 4.09  0.00
H: -6.34 1.41 2.01  0.00
H: -6.44 -0.11 1.10  0.00
H: -5.43 1.13 0.43  0.00
H: -1.08 -1.16 -2.30  0.01
H: 0.66 -2.97 -2.82  0.00
H: 0.97 -4.70 -1.07  0.00
H: -0.81 -5.08 0.63  0.00
H: -2.88 -4.87 1.41  0.00
H: -4.07 -3.82 0.74  0.00
H: -2.80 -3.16 1.94  0.00
N: 3.27 0.41 -1.53  0.20
C: 4.13 1.16 -1.35  0.34
N: 4.89 2.08 -1.69  0.07
C: 4.13 3.37 -1.88  0.05
C: 4.14 4.31 -0.71  0.01
C: 5.39 4.31 0.21  0.00
C: 6.31 3.08 0.19  0.00
C: 6.28 2.33 -1.13  0.03
H: 3.12 3.17 -2.29  0.00
H: 4.62 3.95 -2.70  0.00
H: 3.22 4.16 -0.03  0.00
H: 4.05 5.34 -1.11  0.00
H: 5.24 4.68 1.26  0.00
H: 5.95 5.18 -0.22  0.00
H: 5.93 2.38 0.94  0.00
H: 7.37 3.24 0.44  0.00
H: 6.84 1.37 -1.11  0.01
H: 6.80 3.05 -1.83  0.00
C: 5.03 -6.17 0.31  0.00
C: 4.64 -4.85 0.88  0.00
C: 5.30 -3.68 0.59  0.00
C: 4.93 -2.46 1.13  0.00
C: 3.92 -2.40 2.12  0.00
N: 3.54 -1.15 2.61  0.00
C: 2.71 -0.93 3.68  0.00
O: 2.23 -1.77 4.38  0.00
N: 2.53 0.47 3.88  0.00
C: 2.13 1.29 2.85  0.00
C: 2.12 2.70 3.11  0.01
C: 1.60 3.56 2.14  0.00
C: 1.05 3.03 0.99  0.01
N: 0.88 1.72 0.83  0.05
C: 1.51 0.84 1.67  0.01
C: 3.37 -3.59 2.53  0.00
C: 3.62 -4.75 1.83  0.00
H: 5.88 -6.66 0.88  0.00
H: 5.39 -6.00 -0.75  0.00
H: 4.16 -6.84 0.34  0.00
H: 6.14 -3.73 -0.12  0.00
H: 5.29 -1.52 0.67  0.00
H: 3.96 -0.34 2.13  0.00
H: 2.35 0.77 4.83  0.00
H: 2.66 3.08 3.97  0.00
H: 1.50 4.63 2.41  0.00
H: 0.58 3.63 0.23  0.00
H: 1.52 -0.21 1.39  0.00
H: 2.70 -3.59 3.36  0.00
H: 2.93 -5.58 1.99  0.00

## Properties
HOMO level (spin up / spin down): -0.2735 / -0.3709 Eh
Relative energy (zero: lowest compared OMol25 entry of this formula, charge and spin): 56.2 kJ/mol
Kohn-Sham gap (spin up / spin down): 5.088 / 4.760 eV
DFT total energy: -93728.4524 eV
Charge: +1
Multiplicity: 5
<S²>: 6.028

***

For reference, strongest force on any atom by record: 1.09 2.91 1.34 6.26 6.45 eV Å⁻¹.